A cluster of 2 separate species, CH2O3S in total, computed with the ωB97M-V functional and the def2-TZVPD basis.

LUMO ... -0.04275 Eh
Energy relative to the best compared isomer or geometry (same formula, charge and spin) ... 8.31 kcal per mole
Charge ... 0

XYZ file:
```
7
CH2O3S | the Open Molecules 2025 dataset | the ωB97M-V functional and the def2-TZVPD basis
C 1.2753 -0.5423 -1.2476
O -0.6434 0.9412 1.1752
O -2.5423 0.1361 2.3457
O 0.2099 -0.6892 -1.8018
S -1.9543 1.2156 1.5935
H 1.4690 0.0440 -0.2955
H 2.1857 -1.1055 -1.7695
```



A structure of composition C5H8ClF, computed with the ωB97M-V functional and the def2-TZVPD basis.

LUMO ... 0.00564 Eh
Energy relative to the best compared isomer or geometry (same formula, charge and spin) ... 105.58 kcal per mole
Charge ... 0

XYZ file:
```
15
C5H8ClF | the Open Molecules 2025 dataset | the ωB97M-V functional and the def2-TZVPD basis
C -3.1701 -0.1002 -0.9133
C -2.8321 -0.1810 0.6553
C -1.3222 0.0893 0.7063
C -0.3029 0.5443 -0.1819
C 1.1035 0.4616 0.2538
H -2.4247 -0.5708 -1.5161
H -3.4179 1.2044 -1.1036
H -4.0817 -1.0104 -0.8774
H -2.9962 -1.2281 0.7351
H -3.4020 0.4855 1.3204
H -0.7564 0.1414 1.7970
H -0.4472 0.3506 -1.1514
H 1.2668 0.5306 1.3616
F 2.1323 1.4386 -0.2196
Cl 2.1301 -1.0432 -0.1006
```



A structure of composition C26H21IN8PdS2, computed with the ωB97M-V functional and the def2-TZVPD basis.

LUMO ... -0.24910 Eh
Energy relative to the best compared isomer or geometry (same formula, charge and spin) ... 6.10 kcal per mole
Charge ... +2

XYZ file:
```
59
C26H21IN8PdS2 | the Open Molecules 2025 dataset | the ωB97M-V functional and the def2-TZVPD basis
Pd -0.4112 0.0098 -0.4125
C 3.8669 0.7857 -1.6058
C 2.5384 0.3793 -1.7231
N 1.6251 0.7917 -0.8589
C 2.0109 1.6239 0.1306
C 3.3458 1.9917 0.2421
N 4.2651 1.5695 -0.6172
C 0.9439 2.1264 1.0181
C 1.0677 3.1870 1.8960
C -0.0570 3.6574 2.5790
C -1.2943 3.0749 2.2941
C -1.3629 2.0193 1.4055
N -0.2454 1.5350 0.8462
C -2.6000 1.4117 0.8824
C -3.8639 1.6431 1.4049
N -4.9564 1.1254 0.8583
C -4.8081 0.3808 -0.2241
C -3.5486 0.1024 -0.7513
N -2.4583 0.6085 -0.1966
C 0.0470 4.7761 3.5341
C -0.7241 4.7909 4.6919
C -0.5880 5.8590 5.5682
N 0.2349 6.8761 5.3472
C 0.9642 6.8672 4.2387
C 0.9132 5.8404 3.3057
H 4.6128 0.4590 -2.3194
H 2.2074 -0.2789 -2.5161
H 3.6902 2.6292 1.0470
H 2.0268 3.6596 2.0499
H -2.1957 3.4867 2.7251
H -4.0015 2.2495 2.2916
H -5.7005 -0.0220 -0.6859
H -3.4189 -0.5343 -1.6163
H -1.3956 3.9782 4.9382
H -1.1643 5.8928 6.4849
H 1.6176 7.7171 4.0827
H 1.5139 5.9055 2.4076
S -0.7593 -1.3311 -2.2490
C -0.2436 -2.9455 -2.1785
N -0.5249 -3.7669 -3.1713
C 0.1377 -5.0728 -3.1682
C 0.5112 -5.3330 -1.7132
S 0.7239 -3.6834 -0.9592
H -1.0402 -3.4376 -3.9764
H 1.0182 -5.0341 -3.8120
H -0.5440 -5.8316 -3.5457
H 1.4428 -5.8836 -1.6187
H -0.2738 -5.8560 -1.1714
I -1.6880 -2.1145 1.7603
C 0.3792 -2.1013 2.0690
C 0.9210 -2.8138 3.1260
C 2.2986 -2.8116 3.2700
C 3.0697 -2.1134 2.3536
C 2.4276 -1.4355 1.3345
N 1.0976 -1.4122 1.1871
H 0.2849 -3.3542 3.8118
H 2.7611 -3.3558 4.0826
H 4.1481 -2.0966 2.4233
H 3.0023 -0.8996 0.5893
```



A cluster of 7 separate species, C36H64BN2O21 in total, computed with the ωB97M-V functional and the def2-TZVPD basis.

LUMO ... -0.09157 Eh
Charge ... +1

XYZ file:
```
124
C36H64BN2O21 | the Open Molecules 2025 dataset | the ωB97M-V functional and the def2-TZVPD basis
C 6.8151 0.3967 2.8136
C 6.4899 -1.0317 2.2003
O 5.4130 -1.6771 2.8817
C 4.4730 -2.2493 1.9904
C 3.1730 -1.3970 2.1227
C 2.6213 -1.4518 3.6069
C 1.0254 -1.4780 3.4946
C 0.3268 -0.0959 3.7009
C 0.9555 1.0898 2.8800
C 0.0732 1.5089 1.6316
O 0.0789 2.9103 1.4172
B 0.3850 -2.4667 4.6268
C -1.0861 -2.3320 5.2335
O 1.1962 -3.5561 5.0909
C 0.9250 -2.1165 2.0602
N 2.0204 -1.5638 1.1854
C 2.1393 -2.2211 -0.1379
N 1.6132 -1.4253 -1.2561
H 6.1048 0.6100 3.6303
H 7.8742 0.4113 3.1265
H 6.7237 1.1500 2.0016
H 7.4064 -1.6393 2.3614
H 6.3228 -0.8752 1.1179
H 4.2467 -3.2703 2.3800
H 4.8546 -2.3825 0.9620
H 3.5240 -0.3594 1.9058
H 3.0546 -0.7039 4.2972
H 3.0720 -2.3950 3.9927
H -0.7057 -0.2184 3.3385
H 0.2920 0.1575 4.7817
H 1.9644 0.8714 2.4695
H 1.0874 1.9682 3.5522
H -0.9667 1.1627 1.7458
H 0.5266 1.0303 0.7227
H 0.7831 3.3261 1.9158
H -1.7462 -1.6092 4.7220
H -0.9994 -2.1272 6.3272
H -1.5877 -3.3262 5.1668
H 1.4276 -3.3070 5.9932
H -0.0910 -2.0969 1.6163
H 1.2837 -3.1525 2.2473
H 1.6958 -0.5956 1.0760
H 1.5120 -3.1401 -0.0954
H 3.1512 -2.5592 -0.4163
H 1.3779 -0.4764 -0.9911
H 0.8426 -1.8941 -1.7161
C 4.2978 -3.5794 -4.7996
C 3.4844 -4.6698 -4.1405
C 2.2205 -5.0140 -4.8738
O 1.3757 -5.4835 -3.8195
C 1.7704 -4.8626 -2.6946
O 1.1270 -4.8577 -1.6900
O 2.9633 -4.2394 -2.8656
H 4.5297 -3.8291 -5.8351
H 3.7695 -2.6251 -4.7733
H 5.2360 -3.4328 -4.2629
H 4.1060 -5.5548 -3.9746
H 2.3577 -5.7903 -5.6243
H 1.7461 -4.1452 -5.3391
C -2.8201 1.1173 -3.5742
C -2.4765 -0.2568 -4.1006
C -2.0591 -1.2258 -3.0339
O -1.1941 -2.1132 -3.7507
C -0.6552 -1.3907 -4.7719
O 0.2775 -1.7411 -5.4192
O -1.3074 -0.2134 -4.9305
H -3.5834 1.0602 -2.7975
H -1.9365 1.6177 -3.1716
H -3.1956 1.7473 -4.3816
H -3.3044 -0.6532 -4.6945
H -2.9035 -1.7653 -2.6082
H -1.4852 -0.7608 -2.2243
C -4.3055 4.0909 4.4134
C -3.6341 2.7471 4.6100
C -2.3392 2.5818 3.8592
O -2.2966 1.1589 3.6503
C -3.5877 0.7325 3.6158
O -3.9175 -0.3504 3.2426
O -4.4316 1.6884 4.0541
H -3.6306 4.9113 4.6610
H -4.6542 4.2150 3.3884
H -5.1862 4.1627 5.0564
H -3.4980 2.5455 5.6773
H -1.4755 2.9166 4.4342
H -2.3332 3.0738 2.8898
C 5.2551 2.5938 -3.9316
C 5.0116 1.1247 -4.1979
C 6.0981 0.2228 -3.6799
O 6.0190 -0.8932 -4.5696
C 5.5323 -0.4134 -5.7510
O 5.5393 -1.0173 -6.7700
O 5.0437 0.8434 -5.5986
H 5.4188 2.7804 -2.8688
H 6.1170 2.9547 -4.4946
H 4.3973 3.1843 -4.2571
H 4.0302 0.8278 -3.8136
H 5.9255 -0.0929 -2.6512
H 7.0978 0.6600 -3.7571
C -6.2370 6.3656 -1.4966
C -5.3258 5.2334 -1.0789
C -6.0547 3.9833 -0.6694
O -5.1349 3.3906 0.2565
C -4.4227 4.4078 0.8043
O -3.7250 4.2944 1.7663
O -4.6102 5.5585 0.1221
H -6.9150 6.0528 -2.2916
H -6.8219 6.7284 -0.6499
H -5.6490 7.2105 -1.8577
H -4.5931 5.0281 -1.8651
H -6.2458 3.3142 -1.5071
H -6.9951 4.1814 -0.1480
C -4.3361 -1.5095 1.1113
C -4.6692 -0.3776 0.1649
C -5.9102 0.3835 0.5414
O -6.3657 0.8648 -0.7275
C -5.9341 -0.0205 -1.6644
O -6.3097 -0.0421 -2.7891
O -5.0135 -0.8749 -1.1386
H -4.2583 -1.1532 2.1399
H -5.0913 -2.2953 1.0602
H -3.3852 -1.9685 0.8328
H -3.8080 0.2906 0.0569
H -5.7045 1.2121 1.2178
H -6.6901 -0.2478 0.9756
```



An isolated molecule of C17H18N4O2S, computed with the ωB97M-V functional and the def2-TZVPD basis.

Structure (SMILES) ... Cc1cccc(Cc2c(C)nc3nc(SCC(=O)O)nn3c2C)c1
LUMO ... 0.00451 Eh
Energy relative to the best compared isomer or geometry (same formula, charge and spin) ... 8.81 kcal per mole
Charge ... 0

XYZ file:
```
42
C17H18N4O2S | the Open Molecules 2025 dataset | the ωB97M-V functional and the def2-TZVPD basis
C 1.0878 -1.0679 5.9737
C 0.4321 -0.7416 4.6670
C -0.9520 -0.7944 4.5454
C -1.5618 -0.4883 3.3438
C -0.8000 -0.1247 2.2468
C 0.5832 -0.0699 2.3460
C 1.4324 0.3438 1.1658
C 0.9073 -0.1961 -0.1338
C 1.0444 -1.5770 -0.4342
C 1.6989 -2.5129 0.5244
N 0.6134 -2.1129 -1.5541
C 0.0302 -1.3279 -2.4341
N -0.4705 -1.6120 -3.6243
C -0.9371 -0.4439 -4.0682
S -1.6837 -0.2847 -5.6173
C -2.3519 1.4212 -5.5083
C -1.3149 2.5082 -5.7961
O -1.3500 3.1697 -6.7931
O -0.4013 2.6888 -4.8529
N -0.7724 0.5876 -3.2306
N -0.1503 0.0342 -2.1820
C 0.2665 0.6209 -1.0449
C 0.0012 2.0814 -0.8884
C 1.1841 -0.3804 3.5590
H 2.1707 -1.0680 5.8798
H 0.7666 -2.0466 6.3267
H 0.8059 -0.3346 6.7286
H -1.5507 -1.0783 5.3984
H -2.6373 -0.5328 3.2578
H -1.2865 0.1086 1.3108
H 1.4744 1.4342 1.1259
H 2.4526 -0.0145 1.3182
H 2.7467 -2.2476 0.6585
H 1.6358 -3.5211 0.1275
H 1.2104 -2.4663 1.4959
H -2.7822 1.5442 -4.5142
H -3.1295 1.4672 -6.2691
H -0.4838 2.0186 -4.1253
H 0.9063 2.6540 -1.0915
H -0.7614 2.3903 -1.5989
H -0.3351 2.3109 0.1198
H 2.2617 -0.3394 3.6413
```



An isolated molecule of C12H21N3O2S, computed with the ωB97M-V functional and the def2-TZVPD basis.

Structure (SMILES) ... CCOC(=O)CN1NC2(CCCCCC2)NC1=S
LUMO ... 0.03061 Eh
Energy relative to the best compared isomer or geometry (same formula, charge and spin) ... 0.00 kcal per mole
Charge ... 0

XYZ file:
```
39
C12H21N3O2S | the Open Molecules 2025 dataset | the ωB97M-V functional and the def2-TZVPD basis
C -4.7912 2.6555 1.3840
C -4.6990 1.3144 2.0956
O -3.3786 1.0951 2.6068
C -2.4763 0.6003 1.7742
O -2.6884 0.2669 0.6356
C -1.1144 0.4751 2.4550
N -0.0642 0.2496 1.5109
N -0.0504 -0.9789 0.7868
C 0.9853 -0.7743 -0.2377
C 0.5839 -1.4267 -1.5634
C 1.2075 -0.8217 -2.8241
C 2.7272 -0.6041 -2.8096
C 3.5227 -1.5470 -1.9066
C 3.5574 -1.0927 -0.4472
C 2.2826 -1.3692 0.3432
N 1.0440 0.6805 -0.3281
C 0.4827 1.2494 0.7614
S 0.4996 2.8409 1.1579
H -4.1340 2.6638 0.5178
H -4.4954 3.4577 2.0554
H -5.8121 2.8240 1.0538
H -4.9537 0.4986 1.4113
H -5.3488 1.2842 2.9721
H -0.8952 1.4060 2.9847
H -1.1436 -0.3516 3.1700
H -0.9692 -1.0941 0.3460
H 0.8211 -2.4888 -1.4987
H -0.5008 -1.3430 -1.6748
H 0.7216 0.1330 -3.0338
H 0.9539 -1.4950 -3.6458
H 3.0858 -0.7132 -3.8354
H 2.9569 0.4223 -2.5129
H 3.1295 -2.5618 -1.9757
H 4.5524 -1.5718 -2.2709
H 3.7887 -0.0253 -0.4117
H 4.3723 -1.6120 0.0623
H 2.1272 -2.4451 0.4350
H 2.4000 -0.9680 1.3523
H 1.7130 1.1672 -0.8957
```